Here is a molecular structure, C15H36NO5PdSbSi3 from the OMol25 dataset. Energies are from wB97M-V/def2-TZVPD.

The geometry in XYZ format:
```
62
Properties=species:S:1:pos:R:3:forces:R:3
Pd -0.96029 0.27747 -1.16015 0.0 -0.1 -0.2
O -2.57101 2.00577 0.77494 -0.1 0.1 -0.2
C -1.37858 2.74561 1.03288 -0.1 -0.1 0.0
C -0.32350 1.89088 1.70227 0.1 0.0 0.0
N 0.39306 1.02542 0.75550 0.0 0.2 -0.1
C 0.83667 -0.20024 1.41873 0.0 -0.1 0.0
C -0.32781 -1.02297 2.03991 0.0 -0.1 0.0
O 0.01998 -1.83602 2.91943 0.0 0.0 -0.1
O -1.48482 -0.80395 1.59914 0.0 0.0 0.0
C 1.48005 1.75192 0.06193 -0.1 -0.1 0.0
C 1.25547 1.96773 -1.45920 -0.1 0.0 0.2
O 0.07621 2.31451 -1.77221 0.1 0.0 -0.2
O 2.23952 1.83256 -2.19971 0.1 0.1 -0.1
H -2.36097 1.05663 0.73032 0.2 -0.1 0.3
H -1.66028 3.56454 1.70466 0.0 0.0 0.0
H -0.98572 3.16000 0.10009 0.0 0.0 0.0
H -0.83423 1.26100 2.42924 0.1 0.0 0.0
H 0.39568 2.52941 2.24303 0.0 0.0 0.0
H 1.57777 -0.01013 2.20925 0.0 0.1 0.0
H 1.31143 -0.84038 0.67132 0.0 0.0 0.0
H 2.43811 1.25489 0.22249 0.0 -0.1 0.0
H 1.55856 2.76218 0.48395 0.1 0.0 0.0
C 0.80446 -0.22560 -4.82095 0.0 0.0 0.0
Si 0.65885 -1.98598 -4.18541 0.0 -0.1 0.1
C -0.20963 -3.10417 -5.44683 0.0 0.0 0.0
C 2.42686 -2.65852 -4.08403 0.0 0.0 0.0
Sb -0.20133 -2.05414 -1.78770 -0.2 0.0 0.1
Si -2.67139 -0.00315 -2.57716 0.0 0.2 0.0
C -2.96364 1.84260 -2.93839 0.0 0.0 0.0
C -2.91167 -0.78985 -4.28870 0.0 0.0 0.0
C -4.19730 -0.60943 -1.62074 0.0 0.0 0.0
Si -1.90286 -3.93772 -1.64134 0.2 0.0 0.0
C -0.87365 -5.53051 -1.61443 0.0 0.0 -0.1
C -3.22637 -4.25278 -2.96220 0.1 0.1 0.0
C -2.74470 -3.75484 0.02763 -0.1 0.1 0.1
H 1.54505 -0.18790 -5.62842 0.0 0.0 0.0
H 1.14015 0.44124 -4.01973 0.0 0.0 0.0
H -0.13995 0.16770 -5.19874 0.0 0.0 0.0
H 0.32979 -3.09621 -6.40104 0.0 0.0 0.0
H -1.23808 -2.79458 -5.63348 0.0 0.0 0.0
H -0.23059 -4.13403 -5.07903 0.0 0.0 0.0
H 2.90846 -2.65697 -5.06877 0.0 0.0 0.0
H 2.44020 -3.67753 -3.68888 0.0 0.0 0.0
H 3.02278 -2.03761 -3.41138 0.0 0.0 0.0
H -2.24336 2.19126 -3.68188 0.0 0.0 0.0
H -2.82896 2.45245 -2.04337 0.0 0.0 0.0
H -3.98119 1.99705 -3.32082 0.0 0.0 0.0
H -2.26515 -0.35612 -5.05301 0.0 0.0 0.0
H -3.95186 -0.58862 -4.57710 0.0 0.0 0.0
H -2.76496 -1.86893 -4.28759 0.0 0.0 0.0
H -4.13544 -0.38390 -0.55489 0.0 0.0 0.0
H -4.30668 -1.68971 -1.72183 0.0 -0.1 0.0
H -5.09895 -0.13888 -2.03053 0.0 0.0 0.0
H -0.32442 -5.64180 -2.55436 0.0 0.0 0.0
H -1.50355 -6.41714 -1.47970 0.0 0.0 0.0
H -0.14094 -5.49751 -0.80618 0.0 0.0 0.0
H -2.79210 -4.31503 -3.96284 0.0 0.0 0.0
H -3.97110 -3.45722 -2.97429 0.0 0.0 0.0
H -3.73150 -5.20006 -2.74408 0.0 0.0 0.0
H -2.11397 -3.24402 0.76126 0.1 -0.1 0.0
H -3.04170 -4.73168 0.42541 0.0 0.0 0.0
H -3.63885 -3.13381 -0.05754 0.0 0.0 0.0
```
Forces are in eV/Å.

The calculation puts the HOMO-LUMO gap at 6.18 eV. Its net charge is -2. The energy comes out at -61521.993 eV. The value obtained for the LUMO energy is 4.89 eV.

Here is 9 unconnected molecules or ions with the total composition C15H36O15 at a distorted geometry from the OMol25 dataset. Energies are from wB97M-V/def2-TZVPD.

The geometry in XYZ format:
```
66
Properties=species:S:1:pos:R:3:forces:R:3
O 3.91968 1.02286 -0.85092 0.9 -0.2 0.2
H 3.07276 0.91947 -0.41700 0.3 -0.1 -0.1
H 3.76970 0.71787 -1.74574 0.0 0.0 -0.2
O 0.91437 -0.14156 1.14774 -2.8 -7.8 5.8
H 0.87089 -0.12724 2.10385 0.9 0.6 0.7
H 1.69853 -0.65395 0.95082 0.3 -0.7 1.3
O 2.58016 2.38433 -4.12901 3.9 0.2 -1.3
H 3.04332 1.56346 -3.96208 0.4 -0.1 -0.2
H 2.07277 2.53988 -3.33240 0.7 0.4 -0.6
C -0.01132 -2.56119 -0.30734 1.0 -3.6 1.0
C 0.01750 -3.95198 0.28065 -0.3 -0.5 1.1
C -1.02215 -4.27805 1.42220 1.6 2.5 1.3
O -1.71669 -5.38207 1.05576 -1.2 -1.8 -0.7
C -1.51592 -5.66320 -0.21019 0.5 -2.7 -3.6
O -2.08544 -6.54927 -0.87650 2.3 3.8 2.4
O -0.38421 -4.86996 -0.67271 -2.8 -2.6 -1.2
H -1.03166 -2.19894 -0.43283 2.2 -3.9 0.9
H 0.43908 -2.49458 -1.29769 0.0 -1.0 0.2
H 0.50849 -1.89545 0.38166 -0.2 -0.6 -0.4
H 0.99938 -4.26657 0.63426 0.3 0.2 0.0
H -1.75100 -3.48176 1.57319 0.2 -0.3 -0.2
H -0.51378 -4.46509 2.36807 -0.1 0.1 -0.1
C -1.39208 -0.69779 -0.37905 -1.1 5.0 -2.1
C -0.35679 0.38822 -0.74842 0.4 -1.6 0.1
C 1.02145 -0.09306 -1.04116 1.8 -1.5 -2.0
O 1.46395 0.77588 -2.09407 2.8 -1.0 0.4
C 0.51029 1.55154 -2.51249 -0.4 -0.9 -1.9
O 0.61840 2.33381 -3.41282 -4.4 0.4 2.2
O -0.58143 1.13222 -1.94660 -3.5 -0.2 0.4
H -1.41934 -1.42153 -1.19363 -0.9 1.7 -0.6
H -2.40382 -0.29673 -0.43936 1.4 1.7 0.8
H -1.11591 -1.10509 0.59355 -1.2 1.1 -0.9
H -0.29528 1.01089 0.14411 0.2 -0.2 -0.8
H 1.11478 -1.12980 -1.36452 -0.1 1.0 -0.8
H 1.67312 -0.03089 -0.16964 -0.1 0.4 -4.0
C 2.85424 4.81985 0.29296 -2.3 -0.3 -1.7
C 1.78961 3.70860 0.79921 2.2 2.4 -1.7
C 1.58650 2.54988 -0.13628 0.2 2.4 -1.4
O 1.70562 1.38534 0.66670 3.1 7.8 -1.3
C 2.18086 1.77949 1.85352 0.1 -0.6 1.6
O 2.32407 1.16684 2.88333 -0.2 -0.9 -1.0
O 2.45340 3.01302 1.76336 2.0 2.8 4.0
H 2.80348 4.86452 -0.79494 -0.3 -0.4 -0.5
H 3.93182 4.68474 0.38608 -0.3 -0.2 1.2
H 2.42449 5.80370 0.48123 0.7 0.1 0.9
H 0.93576 4.26555 1.18501 -0.3 -0.5 0.0
H 2.44813 2.63600 -0.79832 -0.4 -0.4 -0.4
H 0.62124 2.62134 -0.63755 0.6 -0.2 0.3
C -4.21780 -1.53995 -0.33941 -0.3 1.6 -0.4
O -4.03126 -2.64538 0.46945 -0.2 -1.2 0.7
H -4.90324 -1.77197 -1.15454 0.6 -0.3 -0.2
H -4.67281 -0.65232 0.10013 -0.6 -0.1 0.9
H -3.24929 -1.10007 -0.57732 -2.0 -1.6 -1.2
H -3.63725 -2.42154 1.31577 -0.1 0.3 0.0
C -0.94725 -1.39401 2.60016 -2.8 -0.4 1.3
O -0.54264 -2.28136 3.57045 3.0 -1.3 1.4
H -1.47391 -0.58667 3.10901 -0.3 0.5 -0.5
H -0.17182 -0.98773 1.95073 -1.0 -1.6 1.1
H -1.64530 -2.02057 2.04496 -0.4 1.2 -0.6
H -1.13318 -2.56410 4.27252 -0.5 0.6 -0.4
C -1.80175 2.73834 -0.55247 -1.5 0.0 -0.7
O -0.88178 3.82519 -0.75100 -1.0 -0.3 0.5
H -2.74282 2.90422 -0.02808 0.3 1.0 0.8
H -2.19521 2.37317 -1.50113 0.2 0.3 -0.1
H -1.30049 1.86582 -0.13351 -1.0 1.9 0.4
H -1.22324 4.37538 -1.45972 0.0 0.1 -0.1
```
Forces are in eV/Å.

The calculation puts the HOMO-LUMO gap at 9.59 eV. As for the energy above the lowest of the compared OMol25 structures with the same formula, charge and spin: 367.2 kcal/mol. The energy comes out at -46834.133 eV. The value obtained for the LUMO energy is -0.05 eV.

Here is 4 unconnected molecules or ions with the total composition C15H37FO9S from the OMol25 dataset. Energies are from wB97M-V/def2-TZVPD.

The geometry in XYZ format:
```
63
Properties=species:S:1:pos:R:3:forces:R:3
C 2.21813 -1.70728 0.02890 0.1 0.1 0.0
C 1.36932 -0.84634 -0.87482 0.1 -0.2 -0.3
F 1.67082 0.50259 -0.65325 0.0 0.0 0.0
C -0.11850 -1.04738 -0.72425 0.1 -0.1 0.2
O -0.46751 -0.83836 0.65427 -0.1 0.3 0.0
S -1.94081 -1.18935 1.19414 0.1 -0.2 0.0
O -2.10005 -2.63110 1.11982 0.0 0.0 -0.1
O -2.83454 -0.62178 -0.03698 0.0 0.1 0.0
H 3.27225 -1.53040 -0.18430 0.0 0.0 0.0
H 2.03060 -1.48057 1.07706 -0.1 0.0 0.0
H 2.00906 -2.76056 -0.16206 0.0 0.0 0.1
H 1.61753 -1.04805 -1.92295 0.0 0.1 0.0
H -0.66175 -0.33574 -1.34552 0.0 0.0 0.0
H -0.36008 -2.07283 -1.01780 0.0 0.0 0.0
H -3.08239 -1.38241 -0.58735 0.0 0.0 0.0
C -7.03225 -3.68068 2.83964 0.0 0.0 0.0
O -5.98022 -4.57030 2.52674 0.0 0.0 0.0
C -4.70941 -3.94196 2.44057 0.0 -0.1 0.0
C -3.88430 -4.15810 3.68915 0.0 0.0 0.0
O -4.45384 -3.51681 4.82043 0.0 0.0 0.0
C -5.15721 -4.39395 5.67646 0.0 0.0 0.0
H -7.91922 -4.28266 3.03115 0.0 0.0 0.0
H -6.80656 -3.08163 3.72589 0.0 0.0 0.0
H -7.23996 -3.00581 2.00114 0.0 0.0 0.0
H -4.82645 -2.86854 2.25730 0.0 0.0 0.0
H -4.17901 -4.37166 1.58801 0.0 0.0 0.0
H -2.89008 -3.73483 3.52782 0.0 0.0 0.0
H -3.77349 -5.23175 3.87542 0.0 0.0 0.0
H -4.46937 -5.06435 6.20419 0.0 0.0 0.0
H -5.88623 -4.99662 5.12822 0.0 0.0 0.0
H -5.67890 -3.78089 6.40978 0.0 0.0 0.0
C 2.10840 4.61275 3.11360 0.0 0.0 0.0
O 2.70652 4.21392 1.89659 0.0 0.0 0.0
C 2.02944 3.14513 1.25225 0.1 0.0 0.0
C 1.17065 3.63856 0.10812 -0.1 0.0 0.0
O 0.09378 4.44389 0.56382 0.0 0.0 0.0
C 0.31404 5.83079 0.40519 0.0 0.0 0.0
H 2.60879 5.52457 3.43590 0.0 0.0 0.0
H 1.04024 4.81208 2.99348 0.0 0.0 0.0
H 2.24029 3.84710 3.88648 0.0 0.0 0.0
H 1.41205 2.59286 1.96834 0.0 0.0 0.0
H 2.78476 2.46044 0.85796 0.0 0.0 0.0
H 0.74538 2.77670 -0.41055 0.0 0.0 0.0
H 1.78862 4.19714 -0.60349 0.0 0.0 0.0
H 0.28663 6.11514 -0.65301 0.0 0.0 0.0
H 1.27336 6.13953 0.82868 0.0 0.0 0.0
H -0.49026 6.34758 0.92649 0.0 0.0 0.0
C 4.32617 -0.17394 -3.17931 0.0 0.0 0.1
O 3.10088 -0.14177 -3.88829 0.0 0.0 0.0
C 2.59238 1.17135 -4.07333 0.0 0.0 0.0
C 2.85327 1.68491 -5.47209 0.0 0.0 0.0
O 4.23604 1.86469 -5.71991 0.0 0.0 0.0
C 4.81881 0.82661 -6.48367 0.0 0.0 0.0
H 4.70535 -1.19369 -3.22856 0.0 0.0 0.0
H 5.06625 0.50377 -3.61119 0.0 0.0 0.0
H 4.17029 0.09783 -2.12883 0.0 0.0 0.0
H 3.02768 1.85482 -3.33750 0.0 0.0 0.0
H 1.51171 1.13845 -3.90245 0.0 0.0 0.0
H 2.36407 2.65669 -5.58778 0.0 0.0 0.0
H 2.41876 0.99695 -6.20541 0.0 0.0 0.0
H 4.46707 0.85710 -7.52073 0.0 0.0 0.0
H 4.59739 -0.15786 -6.06320 0.0 0.0 0.0
H 5.89559 0.98602 -6.47445 0.0 0.0 0.0
```
Forces are in eV/Å.

The calculation puts the HOMO-LUMO gap at 9.50 eV. The energy comes out at -48131.038 eV. The value obtained for the LUMO energy is 0.44 eV.

Here is a molecular structure, C15H37INO13P2S2 at a distorted geometry from the OMol25 dataset. Energies are from wB97M-V/def2-TZVPD.

The geometry in XYZ format:
```
71
Properties=species:S:1:pos:R:3:forces:R:3
C -1.48179 4.40049 -1.78729 -0.2 -0.4 0.1
C -0.98809 3.22037 -2.61459 -0.1 -0.2 0.4
O -1.94379 2.83537 -3.61009 0.1 0.2 0.0
C 0.39337 3.45360 -3.23748 -0.2 -0.2 -0.5
S 1.39593 2.06797 -2.71457 0.1 -0.1 0.9
O 1.48078 2.19567 -1.27063 0.0 0.1 0.0
O 0.70714 0.89296 -3.18579 0.0 -0.1 -0.4
N 2.83705 2.30617 -3.39970 -0.3 0.0 0.1
S 3.99579 1.37572 -2.88214 0.1 -1.2 -1.2
O 5.07057 1.35842 -3.83487 0.2 0.8 0.2
O 3.60024 0.07142 -2.42710 -0.3 0.2 0.5
I 4.92536 2.45350 -0.87154 0.2 0.2 0.2
H -0.70397 4.70429 -1.08707 0.0 0.2 -0.1
H -2.32647 4.05776 -1.18468 -0.1 0.1 0.0
H -1.82731 5.22904 -2.40500 0.2 0.1 0.0
H -0.90845 2.37743 -1.92618 0.2 0.0 0.1
H -2.50065 2.18299 -3.17684 -0.1 0.0 -0.3
H 0.82580 4.39508 -2.91096 0.2 -0.1 0.0
H 0.30921 3.42341 -4.32289 0.1 0.1 0.0
O -5.99764 -2.21478 -4.86600 2.2 0.5 -0.1
P -6.01131 -1.73247 -3.47585 -4.6 -0.3 1.5
O -6.25541 -2.97872 -2.48147 0.8 0.2 -0.2
C -5.77641 -4.28720 -2.79374 0.0 -0.5 0.0
C -4.44730 -4.57100 -2.12288 0.0 0.2 0.0
O -7.40512 -0.92995 -3.31646 0.3 0.1 0.1
C -8.16741 -0.54008 -4.45582 -0.2 0.0 -0.2
C -9.30417 -1.51135 -4.69772 -0.1 -0.1 0.1
O -5.28340 -0.73451 -2.47255 1.5 -0.2 -1.3
C -3.90789 -0.95350 -2.09746 0.5 0.1 0.2
C -2.98257 -1.08757 -3.28660 -0.1 -0.1 -0.1
H -5.69687 -4.43158 -3.87222 -0.1 0.2 0.0
H -6.52956 -4.98650 -2.42706 -0.1 0.1 0.0
H -3.66412 -3.91987 -2.51638 0.0 0.0 0.0
H -4.14568 -5.60436 -2.29783 0.0 0.0 0.0
H -4.51257 -4.40348 -1.04719 0.0 0.0 0.0
H -7.53526 -0.45138 -5.33855 0.1 -0.1 0.0
H -8.56622 0.45318 -4.24048 0.1 0.0 0.1
H -8.92992 -2.53120 -4.78860 0.1 0.0 -0.1
H -9.84662 -1.25309 -5.60880 0.0 0.0 0.0
H -10.00185 -1.49416 -3.85887 0.0 0.0 0.0
H -3.84479 -1.82466 -1.44164 -0.1 -0.1 -0.1
H -3.61760 -0.09085 -1.49901 -0.2 0.1 0.0
H -3.25696 -1.94933 -3.90428 0.1 0.0 0.0
H -1.95227 -1.21553 -2.95458 0.0 0.0 0.0
H -3.03186 -0.20599 -3.92689 0.0 0.0 0.0
O 4.94537 -1.44758 5.20491 -1.3 0.4 -1.8
P 4.96056 -0.00983 5.51800 2.3 0.4 4.2
O 6.45743 0.56070 5.34962 -0.5 0.0 -0.6
C 7.35626 0.02094 4.37621 0.5 -0.1 -0.2
C 7.36335 0.84337 3.10290 -0.2 0.1 0.1
O 4.77095 0.07316 7.12433 -0.1 0.2 -0.2
C 4.32845 -1.05436 7.87268 0.0 -0.2 0.2
C 5.50035 -1.75840 8.52513 0.1 0.1 0.0
O 4.13997 1.33837 5.31990 -0.8 -1.0 -1.6
C 3.99456 1.90586 4.00038 -0.1 0.4 -0.4
C 3.44314 0.92705 2.98963 0.0 -0.2 0.1
H 7.11863 -1.02043 4.15474 -0.2 0.0 0.1
H 8.34795 0.03822 4.83134 -0.1 0.0 0.1
H 6.39664 0.79489 2.59792 0.0 0.0 -0.1
H 8.12027 0.47027 2.41253 0.0 0.0 0.0
H 7.57490 1.89126 3.31986 0.0 0.0 0.0
H 3.76010 -1.74170 7.24695 0.1 0.0 -0.1
H 3.64930 -0.67478 8.63924 0.0 0.1 0.0
H 6.24988 -2.03194 7.78243 -0.1 -0.1 -0.1
H 5.17090 -2.66161 9.04193 0.0 0.0 0.0
H 5.98356 -1.09882 9.24787 0.0 0.0 0.0
H 4.95408 2.31443 3.67551 0.1 -0.1 0.1
H 3.31401 2.74894 4.10826 0.0 0.0 0.2
H 4.11028 0.06863 2.86022 0.0 0.1 -0.1
H 3.32275 1.41160 2.02162 0.0 0.0 -0.1
H 2.47640 0.54002 3.31423 0.0 0.0 0.0
```
Forces are in eV/Å.

The calculation puts the HOMO-LUMO gap at 8.59 eV. Its net charge is -1. The energy comes out at -92617.367 eV. The value obtained for the LUMO energy is 2.32 eV.